Entry 1:
DFT (the ωB97M-V functional and the def2-TZVPD basis) results for C4H8N3S as an isolated structure.

E_LUMO (alpha / beta): -0.2180 / -0.1961 Ha
net charge: +1
2S+1: 1
frontier orbital gap (alpha / beta): 6.7 / 7.2 eV
energy relative to the best compared isomer or geometry (same formula, charge and spin): 153.6 kcal per mole
HOMO energy (alpha / beta): -0.464 / -0.462 hartree

Last column: Mulliken charge in e.
Geometry (Å):
C  1.18  -0.44  0.01  0.03
C  -0.20  -0.72  0.09  -0.07
C  2.41  -1.26  -0.02  -0.60
C  1.77  0.83  0.00  -0.12
N  -1.13  2.06  0.07  -0.49
N  -2.53  -0.23  -0.14  -0.62
N  -1.22  0.04  -0.23  0.12
S  3.29  0.43  -0.31  -0.04
H  -0.53  -1.66  0.36  0.46
H  2.60  -1.67  0.98  0.32
H  2.45  -2.11  -0.67  0.37
H  1.23  1.70  0.30  0.48
H  -1.68  2.18  0.91  0.29
H  -1.81  2.27  -0.70  0.32
H  -2.81  -1.04  0.39  0.26
H  -3.03  -0.36  -1.05  0.28



Entry 2:
DFT (the ωB97M-V functional and the def2-TZVPD basis) results for a 8-piece molecular cluster, C16H32O32S8 overall.

E_LUMO: -0.0102 Ha
2S+1: 1
frontier orbital gap: 10.1 eV
energy relative to the best compared isomer or geometry (same formula, charge and spin): 164.7 kcal per mole
SMILES: O=S1(=O)OCCO1.O=S1(=O)OCCO1.O=S1(=O)OCCO1.O=S1(=O)OCCO1.O=S1(=O)OCCO1.O=S1(=O)OCCO1.O=S1(=O)OCCO1.O=S1(=O)OCCO1
HOMO energy: -0.381 hartree

Last column: Mulliken charge in e.
Geometry (Å):
C  3.02  -4.55  3.09  -0.29
C  2.00  -5.61  2.66  -0.42
O  1.21  -4.90  1.79  -0.22
S  2.20  -4.13  0.70  0.87
O  1.56  -2.88  0.25  -0.28
O  2.67  -5.04  -0.35  -0.58
O  3.37  -3.88  1.83  -0.33
H  3.88  -5.06  3.50  0.35
H  2.62  -3.76  3.73  0.22
H  1.46  -5.90  3.56  0.30
H  2.50  -6.47  2.22  0.35
C  -2.67  -4.28  5.22  -0.39
C  -2.34  -4.95  3.98  -0.42
O  -2.19  -3.97  3.01  -0.21
S  -1.50  -2.57  3.66  1.24
O  -2.01  -1.40  2.93  -0.47
O  -0.12  -2.87  3.91  -0.54
O  -2.35  -2.85  5.05  -0.36
H  -2.18  -4.90  5.97  0.30
H  -3.74  -4.29  5.40  0.34
H  -3.20  -5.57  3.72  0.32
H  -1.60  -5.74  4.10  0.23
C  -5.32  -1.95  3.23  0.00
C  -4.91  -2.12  1.75  0.38
O  -6.06  -1.88  0.98  -0.34
S  -7.44  -2.14  1.87  0.98
O  -7.71  -3.62  1.87  -0.54
O  -8.54  -1.17  1.59  -0.52
O  -6.70  -1.73  3.28  -0.40
H  -4.70  -1.24  3.78  0.25
H  -5.17  -2.85  3.83  0.11
H  -4.57  -3.15  1.63  0.16
H  -4.20  -1.35  1.47  -0.11
C  2.35  6.74  -1.33  -0.13
C  3.50  7.09  -2.38  -0.07
O  4.23  8.01  -1.64  -0.37
S  4.25  7.64  0.03  1.05
O  3.71  8.75  0.86  -0.54
O  5.49  6.92  0.41  -0.49
O  3.16  6.46  -0.16  -0.21
H  1.83  5.82  -1.60  0.04
H  1.55  7.42  -1.04  0.28
H  3.27  7.66  -3.28  0.29
H  4.13  6.31  -2.81  0.16
C  -3.67  -2.19  -3.52  -0.28
C  -4.13  -1.17  -2.50  -0.29
O  -3.79  -1.82  -1.24  -0.20
S  -2.31  -2.65  -1.36  1.00
O  -2.07  -3.67  -0.33  -0.49
O  -1.23  -1.63  -1.60  -0.33
O  -2.91  -3.25  -2.78  -0.38
H  -2.92  -1.79  -4.21  0.31
H  -4.56  -2.65  -3.94  0.27
H  -5.21  -1.16  -2.35  0.35
H  -3.68  -0.19  -2.67  0.07
C  -0.93  0.82  0.79  0.04
C  0.28  0.31  1.59  0.18
O  1.27  1.18  1.28  -0.48
S  1.20  1.85  -0.28  1.09
O  2.08  1.05  -1.20  -0.43
O  1.25  3.36  -0.27  -0.52
O  -0.36  1.32  -0.46  -0.25
H  -1.39  1.65  1.31  0.34
H  -1.72  0.07  0.72  -0.17
H  0.48  -0.72  1.30  -0.01
H  0.16  0.35  2.67  0.26
C  4.75  3.01  -1.88  0.15
C  4.93  1.50  -1.87  -0.10
O  6.36  1.48  -1.67  -0.43
S  6.88  2.53  -0.51  1.02
O  8.18  2.95  -0.85  -0.51
O  6.56  2.10  0.86  -0.53
O  5.70  3.59  -1.06  -0.30
H  3.79  3.33  -1.48  -0.07
H  4.82  3.39  -2.89  0.24
H  4.83  1.03  -2.85  0.21
H  4.46  0.90  -1.10  0.29
C  -1.09  2.94  -4.69  -0.20
C  -0.85  2.02  -3.49  0.20
O  0.22  1.14  -3.83  -0.09
S  1.23  1.89  -4.85  0.88
O  1.61  1.00  -5.95  -0.58
O  2.26  2.63  -4.13  -0.36
O  0.00  2.83  -5.43  -0.39
H  -1.16  4.00  -4.43  0.24
H  -1.85  2.59  -5.38  0.25
H  -1.70  1.46  -3.11  0.00
H  -0.52  2.59  -2.62  0.04



Entry 3:
DFT (the ωB97M-V functional and the def2-TZVPD basis) results for the molecule C22H25F3N2O7S.

E_LUMO: 0.0155 Ha
2S+1: 1
frontier orbital gap: 9.0 eV
energy relative to the best compared isomer or geometry (same formula, charge and spin): 1.1 kcal per mole
SMILES: COCCN1CCC(C(=O)NO)(S(=O)(=O)c2ccc(Oc3ccc(OC(F)(F)F)cc3)cc2)CC1
HOMO energy: -0.314 hartree

Last column: Mulliken charge in e.
Geometry (Å):
C  5.63  -2.24  1.61  -0.72
H  5.12  -3.20  1.47  0.29
O  5.30  -1.31  0.60  -0.32
C  5.74  -1.66  -0.69  -0.47
C  4.89  -2.74  -1.40  -1.13
N  3.54  -2.37  -1.76  0.10
C  2.65  -2.14  -0.64  -0.76
C  1.20  -2.15  -1.12  -1.04
C  1.00  -1.11  -2.21  0.87
C  0.90  0.29  -1.66  -0.46
O  0.82  0.56  -0.46  -0.75
N  0.89  1.27  -2.58  0.14
H  0.51  1.10  -3.51  0.36
O  0.60  2.55  -2.11  -0.50
H  0.63  2.44  -1.14  0.39
C  2.03  -1.31  -3.32  -1.11
H  1.83  -2.28  -3.77  0.49
C  3.44  -1.30  -2.73  -0.78
H  4.16  -1.48  -3.52  0.53
H  3.63  -0.31  -2.28  0.37
H  1.93  -0.54  -4.09  0.41
S  -0.66  -1.37  -3.00  1.54
O  -0.77  -0.39  -4.06  -0.76
O  -0.79  -2.75  -3.36  -0.73
C  -1.82  -0.96  -1.70  0.00
C  -2.23  0.36  -1.55  -0.51
C  -3.00  0.71  -0.46  -0.17
C  -3.35  -0.26  0.48  0.25
C  -2.97  -1.59  0.29  -1.04
C  -2.20  -1.93  -0.80  -0.27
H  -1.89  -2.95  -0.97  0.53
H  -3.28  -2.33  1.01  0.48
O  -4.13  0.01  1.57  -0.44
C  -4.08  1.23  2.18  0.16
C  -2.90  1.96  2.31  -0.10
C  -2.91  3.16  3.00  -0.66
C  -4.08  3.62  3.57  0.58
C  -5.26  2.89  3.47  -0.40
C  -5.25  1.70  2.77  -1.09
H  -6.15  1.12  2.68  0.42
H  -6.18  3.23  3.91  0.39
O  -3.97  4.85  4.25  -0.38
C  -5.01  5.39  4.84  0.91
F  -4.64  6.53  5.40  -0.28
F  -6.03  5.68  4.01  -0.25
F  -5.55  4.64  5.82  -0.25
H  -2.01  3.74  3.11  0.47
H  -1.98  1.59  1.88  0.67
H  -3.34  1.73  -0.33  0.58
H  -1.96  1.09  -2.29  0.46
H  0.54  -1.94  -0.28  0.43
H  0.96  -3.13  -1.54  0.42
H  2.79  -2.94  0.09  0.46
H  2.86  -1.18  -0.14  0.45
H  4.83  -3.63  -0.77  0.45
H  5.42  -3.02  -2.32  0.43
H  5.71  -0.73  -1.26  0.34
H  6.79  -2.01  -0.65  0.42
H  5.31  -1.79  2.55  0.24
H  6.71  -2.42  1.64  0.32



Entry 4:
DFT (the ωB97M-V functional and the def2-TZVPD basis) results for C4H5LiNaO7 as an isolated structure.

E_LUMO: 0.0434 Ha
net charge: -1
2S+1: 1
frontier orbital gap: 4.3 eV
energy relative to the best compared isomer or geometry (same formula, charge and spin): 44.1 kcal per mole
HOMO energy: -0.114 hartree

Last column: Mulliken charge in e.
Geometry (Å):
O  4.21  -1.68  0.05  -0.88
C  3.21  -1.10  -0.45  0.93
O  3.30  -0.32  -1.43  -0.88
O  2.03  -1.37  0.11  -0.24
C  0.86  -0.76  -0.45  -0.19
O  -1.44  -0.43  -0.06  -0.75
C  -3.10  1.77  0.73  0.78
C  -0.36  -1.16  0.37  -0.67
O  -4.05  1.16  0.16  -0.72
O  -2.37  2.53  0.02  -0.77
Li  5.24  -0.58  -1.20  0.87
Na  -2.55  0.85  -1.84  0.84
H  0.74  -1.09  -1.50  0.21
H  0.96  0.34  -0.47  0.27
H  -0.49  -2.26  0.27  0.20
H  -0.14  -0.94  1.44  0.22
O  -3.31  2.14  2.04  -0.49
H  -2.74  2.89  2.23  0.29



Entry 5:
DFT (the ωB97M-V functional and the def2-TZVPD basis) results for C27H29ClOPPm as an isolated structure.

E_LUMO (alpha / beta): -0.0150 / -0.0127 Ha
2S+1: 5
frontier orbital gap (alpha / beta): 7.9 / 8.0 eV
HOMO energy (alpha / beta): -0.306 / -0.307 hartree
expectation value of S²: 6.01

Last column: Löwdin spin population.
Geometry (Å):
C  -3.41  0.64  1.52  0.00
C  -2.56  1.14  0.49  -0.01
C  -2.43  0.12  -0.51  0.00
H  -2.13  2.13  0.47  0.00
C  -3.19  -1.01  -0.09  -0.01
C  -3.78  -0.70  1.17  -0.01
H  -4.46  -1.35  1.72  0.00
H  -3.75  1.21  2.38  0.00
H  -1.87  0.21  -1.45  0.00
H  -3.35  -1.92  -0.66  0.00
Pm  -1.17  -0.85  1.59  4.05
Cl  -0.01  -2.75  0.40  -0.01
P  1.21  0.41  -1.18  0.00
C  0.79  0.26  -2.96  0.00
C  0.92  1.31  -3.90  0.00
H  1.24  2.30  -3.57  0.00
C  0.65  1.08  -5.25  0.00
H  0.77  1.90  -5.96  0.00
C  0.24  -0.18  -5.68  0.00
H  0.03  -0.36  -6.74  0.00
C  0.10  -1.23  -4.76  0.00
H  -0.22  -2.22  -5.09  0.00
C  0.35  -1.00  -3.40  0.00
H  0.22  -1.80  -2.67  0.00
C  1.45  2.23  -1.07  0.00
C  0.29  3.02  -0.90  0.00
H  -0.68  2.53  -0.85  0.00
C  0.38  4.40  -0.81  0.00
H  -0.52  4.99  -0.66  0.00
C  1.63  5.03  -0.91  0.00
H  1.70  6.12  -0.85  0.00
C  2.78  4.27  -1.10  0.00
H  3.76  4.75  -1.20  0.00
C  2.70  2.87  -1.17  0.00
H  3.61  2.28  -1.31  0.00
C  2.95  -0.16  -1.20  0.00
C  3.70  -0.38  -2.37  0.00
H  3.25  -0.24  -3.35  0.00
C  5.04  -0.77  -2.28  0.00
H  5.62  -0.92  -3.20  0.00
C  5.64  -0.96  -1.03  0.00
H  6.68  -1.27  -0.96  0.00
C  4.89  -0.76  0.14  0.00
H  5.35  -0.91  1.12  0.00
C  3.55  -0.38  0.06  0.00
H  2.96  -0.24  0.96  0.00
C  -3.07  -3.68  4.22  0.00
C  -2.71  -2.21  4.46  0.00
C  -4.02  -1.45  4.69  0.00
C  -1.81  -2.01  5.68  0.00
O  -2.01  -1.70  3.33  -0.02
H  -3.57  -4.09  5.11  0.00
H  -2.19  -4.29  4.01  0.00
H  -3.75  -3.78  3.36  0.00
H  -4.41  -1.72  5.68  0.00
H  -3.87  -0.37  4.65  0.00
H  -4.78  -1.70  3.95  0.00
H  -0.87  -2.55  5.56  0.00
H  -1.59  -0.94  5.79  0.00
H  -2.30  -2.36  6.60  0.00



Entry 6:
DFT (the ωB97M-V functional and the def2-TZVPD basis) results for C12H27F3O8PtS3 as an isolated structure.

E_LUMO: 0.0044 Ha
2S+1: 1
frontier orbital gap: 9.3 eV
energy relative to the best compared isomer or geometry (same formula, charge and spin): 7.7 kcal per mole
HOMO energy: -0.339 hartree

Last column: Mulliken charge in e.
Geometry (Å):
Pt  0.38  0.20  -0.17  1.43
C  -2.03  1.20  4.10  -0.84
C  -1.19  0.16  4.81  -0.56
C  0.14  -0.16  4.12  -0.66
S  0.19  -1.02  2.55  0.49
O  -0.63  -0.14  1.58  -0.12
C  -0.82  -2.48  2.85  -0.87
C  -2.34  -2.29  2.76  -0.10
C  -2.90  -2.56  1.37  -1.17
H  -2.92  1.45  4.69  0.42
H  -2.36  0.86  3.12  0.07
H  -1.46  2.13  3.96  0.26
H  -1.75  -0.76  4.97  0.25
H  -0.93  0.52  5.81  0.42
H  0.77  -0.78  4.76  0.52
H  0.70  0.76  3.92  0.37
H  -0.48  -2.84  3.82  0.55
H  -0.47  -3.20  2.09  0.48
H  -2.62  -1.29  3.08  -0.03
H  -2.79  -2.98  3.49  0.41
H  -2.50  -1.86  0.64  0.00
H  -3.98  -2.47  1.38  0.43
H  -2.63  -3.56  1.03  0.38
C  1.13  -3.09  -2.31  -1.00
S  0.12  -2.76  -0.91  1.22
O  0.06  -3.96  -0.10  -0.69
O  0.92  -1.72  -0.11  -0.93
O  -1.13  -2.21  -1.38  -0.63
H  2.10  -3.44  -1.98  0.31
H  1.22  -2.17  -2.88  0.21
H  0.62  -3.85  -2.90  0.41
C  -2.52  1.61  -0.61  -0.97
C  -1.57  2.43  0.23  -0.18
O  -0.20  2.19  -0.20  -0.40
C  0.76  3.17  0.27  -0.33
C  1.22  2.90  1.68  -0.85
H  -3.54  1.84  -0.31  0.42
H  -2.35  0.54  -0.47  -0.02
H  -2.40  1.85  -1.66  0.33
H  -1.65  2.18  1.29  0.02
H  -1.74  3.50  0.10  0.54
H  0.28  4.14  0.17  0.52
H  1.59  3.12  -0.43  0.20
H  0.38  2.91  2.39  0.10
H  1.92  3.68  1.98  0.53
H  1.74  1.94  1.72  0.14
F  3.75  -1.35  -1.64  -0.21
C  3.79  -0.34  -2.51  0.59
F  3.32  -0.78  -3.68  -0.22
F  5.05  0.03  -2.67  -0.21
S  2.80  1.08  -1.90  1.03
O  3.29  1.34  -0.57  -0.59
O  2.93  2.09  -2.90  -0.61
O  1.41  0.49  -1.89  -0.86



| no. | F_max (eV/Å) |
| --- | --- |
| 1 | 3.80 |
| 2 | 6.37 |
| 3 | 1.70 |
| 4 | 6.03 |
| 5 | 1.26 |
| 6 | 0.26 |